DFT (ωB97M-V/def2-TZVPD) results for a structure of composition C24H29AuN3O10P2.

Last column: natural (NBO) charge in e.
Atoms and positions in Å:
Au: 0.031 -0.050 -0.093  1.143
C: -2.928 -1.321 -1.471  -0.629
C: -2.311 -0.672 -2.693  -0.457
O: -3.158 -0.838 -3.804  -0.707
P: -1.981 1.124 -2.433  2.362
O: -3.411 1.800 -2.354  -0.973
O: -1.356 1.675 -3.763  -1.010
O: -1.179 1.459 -1.209  -1.164
P: -0.610 -1.304 -3.153  2.363
O: -0.752 -2.899 -3.124  -0.997
O: -0.390 -0.776 -4.530  -1.151
O: 0.380 -0.904 -2.085  -1.172
H: -3.958 -0.981 -1.357  0.238
H: -2.365 -1.054 -0.576  0.204
H: -2.920 -2.405 -1.583  0.240
H: -2.657 -0.663 -4.613  0.500
H: -3.417 2.731 -2.624  0.524
H: -0.809 0.986 -4.240  0.557
H: -0.861 -3.266 -4.015  0.522
C: -1.448 3.729 7.028  -0.256
O: -1.260 2.758 6.005  -0.518
C: -1.695 1.497 6.235  0.359
C: -2.330 1.060 7.384  -0.286
C: -2.743 -0.263 7.485  -0.189
C: -2.542 -1.145 6.440  -0.222
C: -1.919 -0.713 5.276  -0.249
C: -1.478 0.599 5.173  0.057
N: -0.890 1.155 4.022  -0.587
C: -0.356 0.547 2.934  0.618
N: 0.219 -0.671 3.197  -0.519
C: 0.736 -1.643 2.395  0.276
C: 0.896 -1.551 1.005  -0.347
C: 1.466 -2.618 0.348  -0.205
C: 1.849 -3.782 1.042  -0.056
C: 1.670 -3.898 2.413  -0.332
C: 1.132 -2.837 3.108  0.354
O: 0.916 -2.800 4.423  -0.469
C: 1.147 -3.969 5.215  -0.260
N: -0.282 1.147 1.780  -0.566
C: -1.105 2.283 1.551  0.079
C: -2.491 2.157 1.739  -0.223
C: -3.354 3.202 1.521  -0.235
C: -2.840 4.431 1.111  -0.184
C: -1.491 4.569 0.890  -0.240
C: -0.597 3.507 1.081  0.305
O: 0.690 3.837 0.844  -0.488
C: 1.732 2.887 0.688  -0.239
H: -0.974 4.636 6.665  0.213
H: -0.970 3.417 7.958  0.187
H: -2.509 3.917 7.202  0.189
H: -2.511 1.745 8.200  0.233
H: -3.243 -0.595 8.384  0.230
H: -2.887 -2.167 6.515  0.226
H: -1.810 -1.391 4.439  0.212
H: -0.985 2.162 3.963  0.451
H: 0.260 -0.921 4.182  0.454
H: 1.616 -2.553 -0.722  0.263
H: 2.294 -4.604 0.497  0.238
H: 1.950 -4.809 2.921  0.244
H: 2.127 -4.402 5.017  0.200
H: 0.369 -4.710 5.029  0.204
H: 1.102 -3.639 6.247  0.224
H: -2.881 1.186 2.024  0.211
H: -4.419 3.064 1.655  0.227
H: -3.501 5.272 0.953  0.226
H: -1.074 5.507 0.546  0.237
H: 2.623 3.473 0.482  0.210
H: 1.532 2.220 -0.154  0.177
H: 1.886 2.291 1.588  0.174

The spin multiplicity is 3. The calculation puts the highest occupied orbital energy (alpha / beta) at -0.3718 / -0.3944 Eh. As for the charge: +1.


DFT (ωB97M-V/def2-TZVPD) results for an isolated molecule of C3H6O.

Last column: natural (NBO) charge in e.
Atoms and positions in Å:
C: 0.150 -0.813 0.173  -0.638
C: -0.169 0.465 -0.616  -0.497
C: 0.360 2.082 0.074  0.465
O: 0.858 2.767 -0.731  -0.497
H: -0.141 -0.936 1.207  0.209
H: 1.189 -0.869 0.307  0.203
H: -0.318 -1.746 -0.263  0.214
H: 0.211 0.351 -1.672  0.221
H: -1.342 0.465 -0.638  0.201
H: 0.140 2.416 1.014  0.119

The relative energy (zero: lowest compared OMol25 entry of this formula, charge and spin) comes out at 192.2 kJ/mol. As for the SMILES: CCC=O. The calculation puts the highest occupied orbital energy at -0.3457 Eh.


DFT (ωB97M-V/def2-TZVPD) results for a cluster of 5 separate species, C46H65BCl2F5N4O2 in total.

Last column: Löwdin charge in e.
Atoms and positions in Å:
C: -3.478 -0.627 -0.702  -0.140
C: -4.989 -1.118 -1.220  -0.245
C: -4.708 -1.956 -2.632  -0.230
C: -4.359 -3.545 -2.299  -0.215
C: -2.990 -3.983 -3.114  -0.199
C: -2.892 -5.625 -3.373  -0.185
C: -1.405 -6.227 -2.901  -0.202
C: -1.507 -7.245 -1.615  -0.225
C: -1.464 -6.501 -0.150  -0.226
C: -0.267 -5.393 0.026  -0.219
C: 1.253 -6.013 -0.172  -0.204
C: 2.122 -4.933 -1.092  -0.221
C: 3.738 -5.239 -1.104  -0.228
C: 4.546 -4.451 -2.336  -0.205
C: 5.121 -3.054 -1.680  -0.234
C: 5.383 -1.847 -2.758  -0.202
C: 5.080 -0.402 -2.009  -0.204
C: 4.292 0.678 -2.926  -0.144
B: 2.652 0.816 -2.659  -0.667
C: 2.240 1.190 -1.118  -0.146
O: 3.330 1.579 -0.223  -0.119
C: 2.894 2.565 0.780  -0.296
C: 1.501 2.524 1.649  -0.028
O: 3.718 3.616 1.019  -0.093
C: 2.226 1.992 -3.781  -0.402
Cl: 1.292 1.594 -5.378  0.547
C: 2.586 3.439 -3.648  -0.593
C: 2.127 4.538 -4.824  -0.178
Cl: 3.563 4.122 -2.240  0.597
C: 1.888 -0.639 -2.967  -0.123
F: 2.344 -1.239 -4.277  -0.051
F: 2.238 -1.695 -1.942  -0.038
C: 0.270 -0.608 -2.987  -0.159
F: -0.178 -1.130 -4.332  -0.024
F: -0.411 0.660 -2.719  0.037
F: -0.279 -1.610 -1.998  -0.024
H: -2.700 -1.355 -1.197  0.056
H: -3.386 -0.755 0.460  0.070
H: -3.281 0.493 -1.001  0.080
H: -5.673 -0.168 -1.385  0.101
H: -5.403 -1.857 -0.407  0.097
H: -3.813 -1.480 -3.258  0.114
H: -5.666 -1.864 -3.313  0.089
H: -5.308 -4.191 -2.597  0.094
H: -4.100 -3.661 -1.146  0.113
H: -2.071 -3.636 -2.459  0.095
H: -3.040 -3.412 -4.155  0.114
H: -3.728 -6.158 -2.751  0.100
H: -2.987 -5.855 -4.526  0.105
H: -0.651 -5.341 -2.763  0.089
H: -1.011 -6.877 -3.812  0.107
H: -2.535 -7.826 -1.698  0.107
H: -0.652 -8.064 -1.611  0.099
H: -1.318 -7.358 0.666  0.112
H: -2.525 -6.030 0.082  0.105
H: -0.335 -4.942 1.122  0.116
H: -0.443 -4.508 -0.722  0.087
H: 1.239 -7.077 -0.681  0.104
H: 1.799 -6.085 0.874  0.110
H: 1.900 -3.863 -0.618  0.118
H: 1.691 -4.958 -2.181  0.107
H: 3.964 -6.404 -1.136  0.105
H: 4.159 -4.861 -0.058  0.109
H: 3.792 -4.251 -3.224  0.110
H: 5.416 -5.168 -2.713  0.105
H: 6.158 -3.317 -1.185  0.111
H: 4.383 -2.776 -0.799  0.099
H: 4.748 -1.979 -3.744  0.103
H: 6.522 -1.908 -3.097  0.108
H: 4.545 -0.608 -0.969  0.106
H: 6.151 0.062 -1.759  0.113
H: 4.383 0.308 -4.058  0.119
H: 4.868 1.693 -2.877  0.089
H: 1.508 2.131 -1.186  0.129
H: 1.610 0.360 -0.555  0.135
H: 1.778 2.131 2.740  0.101
H: 1.170 3.657 1.817  0.098
H: 0.640 1.896 1.165  0.083
H: 2.894 4.548 -5.707  0.077
H: 1.006 4.412 -5.142  0.060
H: 2.200 5.614 -4.312  0.065
N: -7.430 -5.520 -4.247  0.060
C: -7.217 -4.324 -4.840  -0.147
C: -8.135 -3.702 -5.672  -0.072
C: -9.344 -4.345 -5.915  -0.086
C: -9.592 -5.578 -5.321  -0.085
C: -8.614 -6.119 -4.501  -0.154
H: -6.258 -3.864 -4.622  0.083
H: -7.912 -2.740 -6.119  0.103
H: -10.087 -3.889 -6.562  0.102
H: -10.524 -6.105 -5.491  0.098
H: -8.761 -7.077 -4.011  0.100
N: 1.789 5.792 6.647  0.036
C: 1.370 6.415 5.523  -0.176
C: 1.827 6.103 4.253  -0.063
C: 2.775 5.092 4.124  -0.070
C: 3.227 4.434 5.263  -0.071
C: 2.708 4.815 6.490  -0.162
H: 0.634 7.198 5.676  0.088
H: 1.454 6.634 3.385  0.106
H: 3.157 4.820 3.145  0.086
H: 3.965 3.643 5.196  0.104
H: 3.026 4.328 7.408  0.099
N: 1.451 9.676 5.440  0.056
C: 1.389 10.735 4.603  -0.147
C: 2.452 11.590 4.362  -0.081
C: 3.653 11.349 5.021  -0.083
C: 3.748 10.267 5.890  -0.072
C: 2.631 9.466 6.064  -0.147
H: 0.429 10.883 4.116  0.101
H: 2.346 12.425 3.678  0.099
H: 4.508 11.999 4.858  0.103
H: 4.670 10.053 6.419  0.102
H: 2.656 8.608 6.729  0.095
N: -2.532 1.918 8.984  0.043
C: -2.851 3.224 9.126  -0.162
C: -2.067 4.264 8.655  -0.079
C: -0.880 3.950 8.001  -0.073
C: -0.523 2.615 7.841  -0.074
C: -1.375 1.644 8.343  -0.157
H: -3.785 3.418 9.645  0.096
H: -2.373 5.295 8.795  0.099
H: -0.238 4.739 7.620  0.077
H: 0.396 2.337 7.337  0.098
H: -1.142 0.588 8.240  0.099

The calculation puts the highest occupied orbital energy at -0.2056 Eh. As for the charge: -1.